(1)
Molecular formula: C9H13NO
Method: DFT, ωB97M-V/def2-TZVPD

Each line ends with the Löwdin charge.
Cartesian coordinates (Å):
1 H -1.4839 -1.5159 -2.3819  0.029
2 N -1.2279 -0.7143 -1.8865  0.187
3 C -0.8548 -0.7400 -0.6945  -0.376
4 C -0.4927 -1.7953 0.3655  -0.001
5 C -0.7919 0.6068 -0.0234  -0.229
6 C -1.8622 1.1113 0.6000  -0.135
7 C -3.2666 0.6788 0.7807  -0.102
8 C 0.4301 1.3376 -0.0151  -0.193
9 C 1.5294 1.2988 -1.0445  0.102
10 C 1.7729 0.7248 0.1217  -0.329
11 O 2.5339 -0.0189 0.8456  -0.023
12 C 3.5699 -0.5185 -0.0261  -0.053
13 H 0.5346 -1.5042 0.6732  0.075
14 H -1.1600 -1.8527 1.2204  0.078
15 H -0.3951 -2.7926 -0.1872  0.097
16 H -1.6496 2.0360 1.0238  0.079
17 H -3.9352 1.6019 0.8073  0.091
18 H -3.2186 0.1874 1.8041  0.085
19 H -3.7027 -0.2004 0.1877  0.092
20 H 0.3297 2.2733 0.5244  0.124
21 H 1.6752 1.7526 -1.9908  0.093
22 H 3.1341 -1.2098 -0.6893  0.070
23 H 4.3938 -0.9693 0.6631  0.124
24 H 4.1376 0.2227 -0.6782  0.115

Calculated values
electronic energy = -480.54074 Eh
total charge = 0
ΔE to the lowest compared entry with this formula, charge and spin = 568.5 kJ/mol

(2)
Molecular formula: C4H5NO2
Method: DFT, ωB97M-V/def2-TZVPD

Each line ends with the Löwdin charge.
Cartesian coordinates (Å):
1 O -2.6295 0.8470 0.0017  0.079
2 C -1.7739 -0.0017 0.0149  -0.204
3 C -0.4191 0.2137 -0.6129  -0.240
4 C 0.5603 0.7321 0.4359  -0.171
5 N 1.8936 0.3794 -0.0831  0.090
6 C 1.5287 -0.8169 -0.3016  -0.241
7 O 0.2567 -1.0649 -0.7682  -0.021
8 H -1.8929 -0.9652 0.5536  0.140
9 H -0.4974 0.7791 -1.5523  0.166
10 H 0.4964 1.6605 0.9795  0.127
11 H 0.4410 -0.0968 1.1905  0.126
12 H 2.0361 -1.6661 0.1421  0.149

Calculated values
electronic energy = -360.54828 Eh
total charge = 0
ΔE to the lowest compared entry with this formula, charge and spin = 318.0 kJ/mol

(3)
Molecular formula: C5H6O2
Method: DFT, ωB97M-V/def2-TZVPD

Each line ends with the Löwdin charge.
Cartesian coordinates (Å):
1 C -1.4448 -1.3061 0.0032  -0.084
2 C -0.6802 -0.3125 0.8144  -0.167
3 C -0.5696 0.9792 0.5829  -0.018
4 C 0.2508 1.8841 0.1196  -0.104
5 O 1.4889 1.5142 -0.4873  -0.003
6 C 1.8462 0.2381 -0.6901  -0.301
7 O 1.2962 -0.7841 -0.3683  0.055
8 H -1.6105 -0.9697 -1.0238  0.087
9 H -2.4094 -1.4420 0.4970  0.080
10 H -0.9290 -2.2720 -0.0195  0.082
11 H -0.1987 -0.6955 1.7125  0.123
12 H 0.1694 2.9655 0.1015  0.107
13 H 2.7905 0.2008 -1.2422  0.142

Calculated values
electronic energy = -344.50380 Eh
total charge = 0
ΔE to the lowest compared entry with this formula, charge and spin = 257.6 kJ/mol

(4)
Molecular formula: C19H22AlB2CaF14IN2NaO15P
Method: DFT, ωB97M-V/def2-TZVPD

Each line ends with the Löwdin charge.
Cartesian coordinates (Å):
1 N -3.0536 -0.1513 -2.2781  -0.052
2 C -2.8007 -1.6605 -2.3573  -0.237
3 C -1.7026 -2.0948 -3.4955  -0.193
4 O -0.9608 -0.9608 -4.0976  -0.221
5 P 0.5665 -0.7098 -3.2255  0.829
6 O 1.4861 -1.9419 -3.6318  -0.291
7 O 1.3281 0.7243 -3.8541  -0.250
8 C 0.3615 1.7939 -4.1464  -0.184
9 C 0.8512 3.2759 -3.5477  -0.643
10 O -0.0658 4.2226 -3.3090  -0.126
11 I 2.9400 3.7711 -3.1195  0.787
12 O 0.1426 -0.6447 -1.5381  -0.181
13 C 1.3128 -0.4411 -0.6703  -0.294
14 F 2.1133 0.7706 -0.9699  -0.015
15 F 2.1714 -1.6720 -0.5442  0.009
16 C 0.6968 -0.2018 0.8661  -0.012
17 C -0.4492 -1.3162 1.3304  0.013
18 C -1.2382 -1.2602 2.7908  -0.044
19 C -0.7979 -0.0007 3.7962  0.006
20 C 0.3440 1.1025 3.3284  -0.044
21 C 0.6992 2.3543 4.3593  -0.229
22 F 2.1134 2.2711 4.7908  0.025
23 F 0.3801 3.6045 3.5789  -0.027
24 F -0.2935 2.3019 5.4616  0.006
25 C 1.1260 1.0330 1.8554  0.082
26 H -2.2837 0.3023 -1.7016  0.055
27 H -3.9012 -0.0715 -1.6394  -0.086
28 H -3.8213 -2.2761 -2.4125  0.109
29 H -2.3351 -1.9569 -1.2987  0.105
30 H -0.8977 -2.7680 -2.9499  0.136
31 H -2.2234 -2.7174 -4.3387  0.130
32 H -0.7152 1.6227 -3.7216  0.132
33 H 0.3678 1.9400 -5.3310  0.161
34 H -0.7853 -2.1965 0.5971  0.107
35 H -2.0810 -2.0384 3.1052  0.089
36 H -1.3485 0.0358 4.8339  0.100
37 H 1.9259 1.8150 1.5115  0.116
38 C 0.1377 -4.0523 -5.9931  0.003
39 C -1.1435 -4.7917 -6.2753  -0.534
40 O -2.2477 -4.2805 -6.1069  -0.015
41 N -1.0458 -6.0740 -6.7334  0.019
42 C 0.1503 -6.8370 -6.9907  -0.080
43 H -0.0921 -3.0443 -5.6350  0.059
44 H 0.7062 -4.5731 -5.2187  0.095
45 H 0.7289 -3.9677 -6.9082  0.095
46 H -1.9464 -6.5118 -6.9024  0.147
47 H 0.1456 -7.1329 -8.0436  0.083
48 H 0.1231 -7.7341 -6.3657  0.067
49 H 1.0594 -6.2752 -6.7773  0.083
50 B 1.9078 3.9393 9.2948  -0.932
51 O 1.4369 2.5705 9.0605  0.247
52 C 0.1148 2.6448 8.8526  -0.389
53 O -0.5966 1.6798 8.6247  0.148
54 C -0.3181 4.0149 8.9395  -0.386
55 O -1.4615 4.4173 8.7982  0.148
56 O 0.7302 4.8080 9.2023  0.225
57 O 2.5444 4.0565 10.6106  0.257
58 C 3.8030 4.4660 10.3983  -0.383
59 O 4.6163 4.6648 11.2861  0.164
60 C 4.0331 4.6281 8.9866  -0.395
61 O 5.0761 4.9886 8.4655  0.127
62 O 2.9203 4.3214 8.3053  0.234
63 Ca -4.8165 1.6380 -1.0333  1.792
64 B -2.2319 3.8156 -6.4787  -1.046
65 F -2.8834 3.5922 -7.7592  0.031
66 F -3.1588 3.5049 -5.4027  -0.001
67 F -1.0625 2.9582 -6.3738  0.026
68 F -1.8229 5.2073 -6.3794  0.031
69 F 0.3074 -8.0077 -4.2323  -0.237
70 Al -0.7264 -7.5569 -2.8281  0.128
71 F -2.4232 -8.0728 -3.1418  -0.265
72 F -0.6753 -5.7720 -2.5936  -0.244
73 F -0.1145 -8.3751 -1.3450  -0.257
74 O 3.4185 7.6494 7.5766  0.334
75 H 3.6642 8.3028 6.8733  0.209
76 H 4.1650 7.0269 7.7694  0.171
77 H 2.5897 7.1593 7.3421  0.208
78 F -1.7943 -0.6867 -0.6879  -0.523
79 Na -2.9893 -4.1697 -2.2073  0.685

Calculated values
electronic energy = -5144.49537 Eh
total charge = 0

(5)
Molecular formula: C3H10N2O3
Method: DFT, ωB97M-V/def2-TZVPD

Each line ends with the Löwdin charge.
Cartesian coordinates (Å):
1 C 0.2654 -1.1915 0.6859  -0.176
2 C -0.0748 -2.5125 0.6702  -0.112
3 N -1.4324 -2.5339 0.4965  0.037
4 C -1.8488 -1.2424 0.3744  -0.215
5 N -0.8528 -0.4121 0.5081  0.041
6 H 1.1989 -0.7062 0.9018  0.101
7 H 0.5283 -3.4011 0.7124  0.106
8 H -1.9370 -3.3524 0.2027  0.145
9 H -2.8836 -1.0097 0.1827  0.114
10 O 1.3148 -0.0570 -2.3778  -0.070
11 H 0.7919 -0.6801 -1.8539  0.008
12 H 0.5872 0.5185 -2.6626  0.009
13 O -0.6272 2.5613 -2.4324  -0.066
14 H -0.8676 2.3366 -1.5225  0.038
15 H 0.3264 2.7227 -2.3653  0.042
16 O 2.0142 2.6802 2.6863  -0.065
17 H 2.1932 3.5964 2.4541  0.029
18 H 1.3039 2.6833 3.3396  0.034

Calculated values
electronic energy = -455.53487 Eh
total charge = 0
ΔE to the lowest compared entry with this formula, charge and spin = 96.5 kJ/mol

Max |F| values, unit eV/Å, following the record order: 4.19; 1.74; 0.79; 8.82; 0.87.